The following is a DFT calculation (wB97M-V/def2-TZVPD) of one molecule with the formula HNO3P2.

LUMO energy (alpha / beta) in eV: -1.25 / -1.25
HOMO energy (alpha / beta) in eV: -9.6 / -9.6
Gap between HOMO and LUMO (alpha / beta) in eV: 8.361 / 8.362
Energy above the lowest of the compared OMol25 structures with the same formula, charge and spin in kcal/mol: 8.8
Energy in eV: -26222.564

Last column: Mulliken charge in e.
Atoms and positions in Å:
N: -0.64358 1.06885 -0.95609  0.7405
O: -1.33451 1.58167 -0.12198  -0.5488
O: -0.78460 1.52052 -2.26815  -0.2550
O: 0.17924 0.72701 -4.38714  -0.4110
P: 0.63820 1.15230 -3.09482  0.4308
P: 0.26251 -0.27895 -0.87933  -0.0344
H: -0.09919 -0.63039 0.43788  0.0778

Force components x, y, z for each atom (eV/Å):
N -1.75 -0.05 0.63
O -0.18 0.87 0.12
O 0.24 0.52 0.12
O -0.31 -0.61 -1.68
P 0.78 1.08 0.41
P 1.02 -2.15 0.18
H 0.21 0.33 0.22

---

The following is a DFT calculation (wB97M-V/def2-TZVPD) of a 3-piece molecular cluster, C30H62BrN4O3S2 overall.

LUMO energy in eV: -4.02
HOMO energy in eV: -10.7
Gap between HOMO and LUMO in eV: 6.678
Charge: +1
Energy in eV: -135910.570

Last column: Mulliken charge in e.
Atoms and positions in Å:
C: -0.62503 -6.59279 -1.06601  -0.8494
C: -0.32999 -5.14627 -0.87357  0.1303
N: 1.00893 -4.47567 -1.26264  0.6196
C: 0.77684 -3.67171 -2.50970  -0.7219
C: 0.03160 -2.22997 -2.34369  -0.0159
S: -1.82114 -2.28904 -2.09177  -0.1409
C: 0.85073 -1.33413 -1.19059  -0.2155
C: 0.27773 0.18283 -0.99336  -0.2364
Br: 1.73578 1.53074 -0.48905  -0.0204
C: -0.30807 0.88512 -2.39438  -0.4496
C: 0.84516 1.02826 -3.56854  -0.5686
C: 0.85462 -2.29165 0.13269  0.3412
C: 1.37809 -1.65193 1.52569  -0.6559
C: 0.07160 -1.55320 2.56624  -0.7611
C: -0.68284 -0.09880 2.52771  -0.2352
C: -2.22529 -0.40332 1.95703  -0.0583
C: -3.14065 -1.25159 3.02108  -0.2995
C: -4.01504 -2.45287 2.25652  -0.4596
C: -4.74892 -1.93342 0.87487  -0.6342
C: 1.64073 -3.75429 -0.10067  0.3419
C: 3.22066 -3.39657 -0.21176  -1.0181
C: 4.16115 -4.42609 -1.06734  -0.0858
C: 5.46483 -3.52218 -1.59732  -0.6203
O: 5.03226 -2.61975 -2.71538  -0.3271
C: 5.06680 -3.33437 -4.00254  -0.6174
N: 1.25312 -4.57288 1.14922  -0.5551
C: 2.13673 -5.59491 1.37316  0.3822
S: 3.01849 -7.07865 1.19658  -0.0946
H: 0.15569 -7.40905 -0.73830  0.2211
H: -1.68289 -6.88889 -1.49875  0.2713
H: -1.17826 -4.50245 -0.33972  0.2099
H: 1.59619 -5.31372 -1.56114  0.6693
H: 0.08793 -4.33146 -3.22664  0.3784
H: 1.82314 -3.59022 -3.06898  0.0770
H: 0.19577 -1.66741 -3.38496  0.4663
H: -2.39556 -1.93688 -3.34177  0.2297
H: 1.92845 -1.18952 -1.68734  0.3387
H: -0.62077 0.19996 -0.24386  -0.3054
H: -0.54509 2.00898 -2.06421  0.4071
H: -1.32341 0.44562 -2.75359  0.2426
H: 0.32708 1.02764 -4.62660  0.3021
H: 1.55526 1.95872 -3.42879  0.0658
H: 1.56832 0.07859 -3.57326  0.1024
H: -0.28065 -2.61540 0.31601  -0.4251
H: 2.17049 -2.31310 2.12677  0.4421
H: 1.83036 -0.58059 1.49155  0.2448
H: 0.53841 -1.65455 3.66040  0.3174
H: -0.65908 -2.47498 2.45822  0.2743
H: -0.83080 0.41350 3.56950  0.2170
H: -0.12580 0.69168 1.83707  0.1456
H: -2.73639 0.56059 1.52242  0.4219
H: -2.05381 -1.12354 1.02060  -0.1861
H: -2.48146 -1.76400 3.87188  0.2246
H: -3.93820 -0.50829 3.46047  -0.0406
H: -4.87256 -2.85606 2.96905  0.4037
H: -3.35036 -3.37687 1.97429  0.1637
H: -4.23518 -2.43441 -0.07793  0.0043
H: -5.88769 -2.28618 0.81956  0.3091
H: -4.72311 -0.76946 0.73443  0.2140
H: 3.46175 -2.31163 -0.65023  0.4136
H: 3.69514 -3.35526 0.88456  0.3456
H: 3.66969 -4.85206 -2.04924  0.0344
H: 4.62347 -5.31378 -0.44285  0.2464
H: 6.36659 -4.19797 -1.94774  0.3691
H: 5.78011 -2.77470 -0.72252  0.2914
H: 4.19076 -2.96363 -4.71240  0.1834
H: 4.93514 -4.48825 -3.84432  0.3050
H: 6.07407 -3.03028 -4.53251  0.2566
C: -2.87291 2.22930 5.52217  -1.2993
C: -4.09385 2.42500 4.62728  0.7841
C: -4.71638 3.83648 4.73399  -0.9300
O: -5.50440 4.04446 5.91012  -0.3868
C: -4.75432 4.39309 7.06368  -0.6323
N: -5.07966 1.37719 4.92968  -0.6282
H: -3.13730 2.11209 6.57595  0.2939
H: -2.32687 1.32489 5.22876  0.1555
H: -2.18289 3.07507 5.43416  0.3550
H: -3.75840 2.29267 3.59173  0.0894
H: -5.40762 3.96326 3.89206  0.3737
H: -3.95747 4.62149 4.63063  0.4278
H: -3.88600 5.01221 6.82134  0.2929
H: -4.44516 3.49074 7.59497  0.2301
H: -5.40668 4.96130 7.73331  0.2593
H: -5.85407 1.45775 4.26925  0.2711
H: -5.50683 1.61220 5.83012  0.3054
C: 1.59504 5.31141 -2.59365  -1.0425
C: 2.79461 5.28421 -3.53712  0.4254
C: 3.45632 6.66807 -3.73285  -0.8314
O: 2.74269 7.54217 -4.61273  -0.3840
C: 1.67442 8.24694 -3.99875  -0.6356
N: 2.37897 4.69952 -4.82030  -0.6384
H: 0.70700 5.75161 -3.05375  0.2723
H: 1.32496 4.29253 -2.29178  -0.0432
H: 1.82482 5.87570 -1.68372  0.3630
H: 3.54444 4.62384 -3.08539  0.3919
H: 4.43289 6.50953 -4.20604  0.3632
H: 3.65512 7.16008 -2.77302  0.4230
H: 1.89496 8.51051 -2.96053  0.2965
H: 0.75625 7.65911 -4.05803  0.2258
H: 1.50997 9.17065 -4.56138  0.2557
H: 3.20247 4.60116 -5.41574  0.2751
H: 1.81426 5.40216 -5.30602  0.2949

Force components x, y, z for each atom (eV/Å):
C 1.22 3.58 0.54
C -2.95 -3.82 0.24
N -0.75 -2.33 0.84
C -0.54 0.56 -3.06
C 1.70 1.36 -1.15
S 0.09 0.04 -0.68
C 0.64 -0.50 -0.99
C -1.80 -0.17 -1.53
Br -0.98 -1.40 0.21
C 0.81 1.54 0.51
C 0.15 -1.02 -0.29
C -0.59 -0.51 0.11
C -0.85 -0.13 1.88
C 1.34 0.50 1.58
C -1.58 -0.12 -0.58
C 1.07 -0.83 -0.86
C -0.76 -0.21 -0.58
C -0.49 0.21 -0.05
C -0.35 -0.54 -0.70
C 0.48 3.26 1.84
C 1.69 -0.24 0.03
C 1.49 0.48 -0.51
C -0.54 0.56 0.17
O 0.30 -2.36 0.40
C -0.02 0.37 -0.80
N 5.93 -5.14 0.24
C -2.49 0.66 -2.93
S -2.91 4.97 1.13
H -1.27 1.65 -1.73
H 2.07 0.64 1.97
H 2.10 -0.93 -2.19
H -0.47 1.21 0.55
H 1.55 1.32 1.75
H -2.09 0.21 1.43
H -0.26 -1.39 2.29
H 1.25 -0.38 1.27
H -2.17 -0.50 1.32
H 2.08 0.09 -1.07
H 0.33 -2.52 -0.67
H 2.05 0.43 0.65
H 1.09 0.29 2.13
H -1.78 -1.83 -0.36
H -1.52 1.94 0.07
H 2.34 0.86 -0.38
H -1.74 1.22 -1.77
H -0.81 -1.98 -0.50
H -0.99 0.11 -2.33
H 1.41 1.99 -0.01
H 0.61 -1.20 -1.81
H -1.10 -1.81 1.42
H 0.85 -1.82 1.13
H -0.43 1.53 1.72
H -1.45 1.36 -1.79
H 1.72 -1.54 -0.40
H 1.98 0.91 -1.30
H -1.04 1.78 0.65
H -1.00 1.24 2.03
H 2.52 0.84 0.28
H -0.02 -2.27 0.37
H -1.14 -2.40 0.78
H -1.39 -0.20 -2.37
H 0.76 0.73 1.94
H -1.29 1.79 -1.19
H -1.84 1.36 0.82
H -0.50 -1.80 -1.94
H 1.73 -0.64 1.70
H 0.49 2.13 -0.45
H -1.93 -1.04 0.97
C 0.30 -0.08 -0.06
C -0.11 0.14 0.49
C -0.35 -0.13 -0.06
O 0.55 0.10 -0.46
C -0.37 -0.09 0.17
N -0.25 0.24 -0.11
H -0.06 0.05 -0.13
H -0.16 0.10 0.05
H -0.08 -0.07 0.03
H -0.12 0.07 -0.01
H -0.02 -0.04 0.17
H 0.08 -0.05 0.15
H 0.03 -0.08 -0.05
H 0.21 0.09 0.07
H 0.02 -0.06 -0.18
H 0.15 -0.09 0.08
H 0.19 -0.14 -0.21
C -0.08 -0.15 0.25
C -0.31 0.36 -0.14
C 0.11 -0.09 -0.35
O 0.26 -0.21 0.62
C -0.06 0.06 -0.41
N 0.23 0.17 -0.14
H 0.14 0.01 -0.03
H 0.06 0.13 -0.09
H -0.04 -0.04 -0.10
H 0.05 0.10 -0.11
H -0.16 0.05 -0.06
H -0.17 0.01 0.03
H 0.00 -0.10 0.01
H -0.09 0.07 0.22
H 0.12 -0.13 0.04
H -0.16 -0.09 0.12
H 0.09 -0.24 0.18

---

The following is a DFT calculation (wB97M-V/def2-TZVPD) of C4H6S as an isolated structure.

LUMO energy in eV: -0.04
HOMO energy in eV: -9.2
Gap between HOMO and LUMO in eV: 9.194
Energy above the lowest of the compared OMol25 structures with the same formula, charge and spin in kcal/mol: 112.8
Energy in eV: -15074.901

Last column: Mulliken charge in e.
Atoms and positions in Å:
C: 2.20547 -0.30550 -0.47351  -0.8286
C: 0.63683 -0.04331 -0.45809  0.2572
C: -0.48934 -0.09334 0.24861  -0.3741
C: -1.98418 -0.30199 0.51224  -0.3418
H: 2.69710 -0.00573 0.62813  0.2281
H: 2.68174 -1.45037 -0.42399  0.2427
H: 2.76133 0.21728 -1.22047  0.3053
H: -2.08046 -0.74396 1.45710  0.3297
H: -2.21832 -0.87014 -0.34442  0.2913
H: -1.40196 2.24281 -0.31342  0.1688
S: -2.80822 1.35425 0.38783  -0.2785

Force components x, y, z for each atom (eV/Å):
C 0.61 -1.70 3.88
C -3.59 -1.56 5.10
C 5.55 -0.10 -4.28
C 3.27 2.68 -1.67
H -1.63 -0.14 -2.87
H -2.21 2.60 -0.71
H -0.02 0.41 -0.51
H -0.59 -0.65 1.19
H -1.08 -1.05 -0.48
H -3.31 -2.20 1.66
S 3.01 1.71 -1.30

---

The following is a DFT calculation (wB97M-V/def2-TZVPD) of an isolated ion of composition C3H2IO3 and charge +1.

LUMO energy in eV: -6.09
HOMO energy in eV: -15.9
Gap between HOMO and LUMO in eV: 9.859
Energy above the lowest of the compared OMol25 structures with the same formula, charge and spin in kcal/mol: 42.2
Charge: +1
Energy in eV: -17376.291

Last column: Mulliken charge in e.
Atoms and positions in Å:
C: -0.09374 -0.68814 0.79508  -0.3462
C: 0.41274 1.46182 0.09440  0.5927
C: 0.04424 -0.60777 -0.80711  -0.1477
O: 0.66133 2.60744 0.05082  -0.2730
O: 0.31097 0.59642 -1.14989  -0.2252
O: 0.09780 0.61866 1.09413  -0.2355
I: -2.16777 -1.12322 0.04629  0.4300
H: 0.30797 -1.45254 1.27887  0.6721
H: 0.42647 -1.41268 -1.40259  0.5327

Force components x, y, z for each atom (eV/Å):
C -2.07 4.03 -7.53
C -0.18 0.79 -1.40
C 0.89 -0.46 3.61
O -0.42 -2.22 0.32
O -0.14 0.78 0.57
O 0.31 0.42 2.07
I 0.52 0.09 0.22
H 1.64 -2.96 2.69
H -0.55 -0.48 -0.53

---

The following is a DFT calculation (wB97M-V/def2-TZVPD) of one molecule with the formula C7H11IN4.

LUMO energy in eV: -0.91
HOMO energy in eV: -9.6
Gap between HOMO and LUMO in eV: 8.683
Energy above the lowest of the compared OMol25 structures with the same formula, charge and spin in kcal/mol: 0.0
SMILES string: CCC[C@@H](C)c1nnc(I)nn1
Energy in eV: -21496.305

Last column: Mulliken charge in e.
Atoms and positions in Å:
C: 2.50422 0.79943 0.37208  -1.2641
C: 1.86974 -0.25596 -0.52546  -0.4758
C: 0.90019 -1.18404 0.22668  -0.9794
C: -0.53261 -1.17721 -0.32016  0.8571
C: -1.43224 -2.12443 0.47325  -1.6511
C: -1.09667 0.21616 -0.29888  0.2865
N: -1.48677 0.76458 -1.45019  -0.1892
N: -1.94175 1.99256 -1.42664  -0.4263
C: -1.96087 2.60780 -0.25222  0.3359
I: -2.73930 4.52314 -0.19961  0.1431
N: -1.58688 2.07432 0.90835  -0.5652
N: -1.13652 0.85034 0.87752  -0.0373
H: 3.17357 1.45436 -0.18692  0.3778
H: 3.08484 0.33361 1.17054  0.3269
H: 1.74098 1.42010 0.84639  0.2869
H: 2.65626 -0.84627 -0.99929  0.4013
H: 1.34496 0.23938 -1.34891  0.3199
H: 1.25491 -2.21600 0.19722  0.4305
H: 0.85943 -0.90145 1.28239  0.3857
H: -0.51957 -1.47448 -1.37139  0.2608
H: -1.53959 -1.77374 1.50039  0.3617
H: -0.99244 -3.12189 0.49926  0.4196
H: -2.42390 -2.20031 0.02563  0.3947

Force components x, y, z for each atom (eV/Å):
C 0.01 0.03 0.04
C -0.01 0.00 -0.09
C -0.01 0.01 0.05
C -0.06 0.00 -0.03
C 0.00 -0.02 -0.01
C 0.22 0.13 0.00
N -0.01 -0.14 -0.02
N 0.04 0.15 -0.01
C -0.19 -0.27 0.03
I 0.02 0.13 -0.01
N 0.05 0.13 -0.01
N -0.03 -0.12 0.03
H -0.01 -0.01 -0.01
H -0.01 -0.01 0.00
H 0.00 0.00 0.00
H -0.01 -0.01 0.00
H 0.00 -0.01 0.01
H 0.00 -0.01 0.01
H 0.00 0.00 0.00
H 0.01 -0.02 0.01
H 0.00 0.00 0.00
H -0.01 0.00 -0.02
H -0.01 0.01 0.02

---

The following is a DFT calculation (wB97M-V/def2-TZVPD) of a 2-piece molecular cluster, C2H7N3OS overall.

LUMO energy in eV: -1.05
HOMO energy in eV: -8.7
Gap between HOMO and LUMO in eV: 7.630
Energy above the lowest of the compared OMol25 structures with the same formula, charge and spin in kcal/mol: 151.6
Energy in eV: -19533.268

Last column: Mulliken charge in e.
Atoms and positions in Å:
C: -1.04110 0.20839 2.11159  -0.6391
C: 0.05246 -0.31832 -0.03564  0.3567
H: -0.71759 1.12723 1.52820  0.3383
H: -2.03215 0.45404 2.59559  0.3325
H: -0.26798 -0.12175 2.90267  0.2166
H: -2.58218 -1.87873 1.48518  0.3648
H: 0.68327 -2.04484 0.22197  0.3244
H: -1.02985 1.28942 -0.65999  0.3359
H: 1.27826 -0.20387 -2.09425  0.1925
N: -1.01495 -0.47123 0.88699  0.0829
N: 0.94681 -1.14686 -0.39866  -0.7068
N: 0.03279 1.02283 -0.47985  -0.3977
O: -1.14020 -2.01630 0.98879  -0.5860
S: 1.24807 1.39596 -1.65030  -0.2150

Force components x, y, z for each atom (eV/Å):
C 1.50 2.05 0.65
C 0.39 2.02 0.54
H -0.02 0.28 2.19
H 0.80 -0.81 -0.86
H -1.10 0.46 -1.23
H 5.27 -0.98 -1.84
H 1.13 2.06 -1.96
H 3.17 -0.50 -0.02
H 0.15 3.35 0.81
N -0.81 -5.12 -1.49
N -1.77 -2.60 2.19
N -2.32 -0.17 -0.57
O -5.73 3.14 2.37
S -0.66 -3.20 -0.78

---

What did the fourth record say?
The following is a DFT calculation (wB97M-V/def2-TZVPD) of an isolated ion of composition C3H2IO3 and charge +1.

LUMO energy in eV: -6.09
HOMO energy in eV: -15.9
Gap between HOMO and LUMO in eV: 9.859
Energy above the lowest of the compared OMol25 structures with the same formula, charge and spin in kcal/mol: 42.2
Charge: +1
Energy in eV: -17376.291

Last column: Mulliken charge in e.
Atoms and positions in Å:
C: -0.09374 -0.68814 0.79508  -0.3462
C: 0.41274 1.46182 0.09440  0.5927
C: 0.04424 -0.60777 -0.80711  -0.1477
O: 0.66133 2.60744 0.05082  -0.2730
O: 0.31097 0.59642 -1.14989  -0.2252
O: 0.09780 0.61866 1.09413  -0.2355
I: -2.16777 -1.12322 0.04629  0.4300
H: 0.30797 -1.45254 1.27887  0.6721
H: 0.42647 -1.41268 -1.40259  0.5327

Force components x, y, z for each atom (eV/Å):
C -2.07 4.03 -7.53
C -0.18 0.79 -1.40
C 0.89 -0.46 3.61
O -0.42 -2.22 0.32
O -0.14 0.78 0.57
O 0.31 0.42 2.07
I 0.52 0.09 0.22
H 1.64 -2.96 2.69
H -0.55 -0.48 -0.53